The following is a DFT calculation (ωB97M-V/def2-TZVPD) of a molecular structure, C33H26ClN2O6PPd at a distorted geometry.

Atoms and positions in Å:
Pd -0.476 -1.253 1.632
O -2.181 -3.351 4.485
Cl -1.774 -3.144 3.127
O -2.092 -4.162 2.150
O -2.448 -1.837 2.681
O -0.327 -2.937 3.009
C -6.596 3.876 -1.301
C -6.991 2.541 -1.139
C -6.215 1.610 -0.533
C -4.954 2.027 -0.095
C -4.482 3.346 -0.240
C -5.340 4.247 -0.831
P -4.066 0.678 0.763
C -3.108 -0.060 -0.596
C -2.845 -1.384 -0.411
C -1.772 -1.926 -1.086
C -0.962 -1.200 -1.907
C -1.251 0.123 -2.097
C -2.420 0.672 -1.552
C -2.856 1.370 1.855
C -1.487 1.495 1.463
C -0.542 1.896 2.414
C -0.989 2.631 3.515
C -2.350 2.643 3.841
C -3.265 1.930 3.089
H -7.196 4.624 -1.835
H -8.011 2.185 -1.384
H -6.557 0.601 -0.454
H -3.428 3.573 0.090
H -5.056 5.255 -1.014
H -3.315 -1.922 0.426
H -1.672 -2.989 -0.998
H -0.150 -1.662 -2.462
H -0.602 0.809 -2.646
H -2.726 1.727 -1.680
H -1.152 1.252 0.466
H 0.510 1.695 2.201
H -0.305 3.144 4.141
H -2.679 3.189 4.740
H -4.260 1.801 3.492
O 2.159 -1.378 3.040
C 2.290 -1.423 1.840
N 3.292 -1.882 1.114
C 3.375 -1.249 -0.183
C 2.023 -0.413 -0.134
O 1.727 0.517 -0.885
N 1.299 -0.811 0.945
C 4.551 -0.252 -0.185
C 4.614 0.742 0.826
C 5.525 1.795 0.656
C 6.343 1.801 -0.477
C 6.393 0.763 -1.345
C 5.529 -0.304 -1.185
C 3.381 -2.081 -1.394
C 4.295 -3.178 -1.481
C 4.124 -4.100 -2.503
C 3.177 -3.902 -3.491
C 2.405 -2.760 -3.515
C 2.489 -1.817 -2.484
H 4.081 -2.345 1.519
H 3.910 0.743 1.650
H 5.594 2.634 1.336
H 6.953 2.694 -0.680
H 7.094 0.744 -2.220
H 5.526 -1.166 -1.874
H 5.044 -3.308 -0.714
H 4.714 -5.005 -2.481
H 2.895 -4.720 -4.248
H 1.686 -2.562 -4.346
H 1.896 -0.890 -2.417

## Properties
Kohn-Sham gap (spin up / spin down), eV: 3.34 / 3.33
Electronic energy, eV: -75190.5089
Relative energy (zero: lowest compared OMol25 entry of this formula, charge and spin), kcal/mol: 0.0
Charge: -2

***

The following is a DFT calculation (ωB97M-V/def2-TZVPD) of a molecular structure, C33H27BrN2NdP2S.

Atoms and positions in Å:
Nd 0.936 -0.075 -2.000
N -1.322 0.857 0.666
P -0.411 2.003 -0.184
C 0.949 2.483 0.914
C 2.219 2.660 0.379
C 3.283 3.026 1.201
C 3.074 3.218 2.554
C 1.800 3.055 3.097
C 0.746 2.693 2.283
C -1.476 3.454 -0.268
C -2.861 3.309 -0.257
C -3.679 4.424 -0.381
C -3.116 5.681 -0.530
C -1.735 5.826 -0.554
C -0.914 4.720 -0.422
P -0.960 -0.767 0.330
C -2.371 -1.421 -0.586
C -2.113 -2.152 -1.741
C -3.164 -2.635 -2.518
C -4.469 -2.383 -2.137
C -4.736 -1.659 -0.976
C -3.695 -1.182 -0.204
C -0.984 -1.566 1.944
C -0.478 -0.911 3.064
C -0.437 -1.560 4.289
C -0.890 -2.866 4.398
C -1.386 -3.526 3.282
C -1.434 -2.881 2.056
H -1.936 1.116 1.431
H 2.393 2.529 -0.686
H 4.267 3.166 0.774
H 3.899 3.507 3.191
H 1.638 3.225 4.153
H -0.246 2.592 2.709
H -3.311 2.328 -0.171
H -4.754 4.307 -0.366
H -3.751 6.551 -0.634
H -1.296 6.807 -0.675
H 0.161 4.855 -0.433
H -1.094 -2.392 -2.038
H -2.953 -3.210 -3.409
H -5.289 -2.753 -2.738
H -5.760 -1.477 -0.679
H -3.912 -0.625 0.700
H -0.102 0.102 2.981
H -0.046 -1.045 5.156
H -0.858 -3.371 5.354
H -1.741 -4.544 3.366
H -1.835 -3.406 1.198
S 2.783 -4.196 -3.673
C 1.359 -4.054 -4.594
C 0.645 -2.939 -4.254
C 1.227 -2.169 -3.200
C 2.411 -2.757 -2.803
C 3.305 -2.285 -1.732
C 4.575 -2.821 -1.513
C 5.336 -2.341 -0.467
C 4.842 -1.324 0.342
C 3.596 -0.813 0.049
N 2.849 -1.280 -0.960
H 1.127 -4.789 -5.347
H -0.281 -2.680 -4.752
H 4.952 -3.602 -2.157
H 6.318 -2.756 -0.285
H 5.408 -0.927 1.171
H 3.176 -0.002 0.632
Br 2.523 1.649 -3.338

## Properties
2S+1: 4
Kohn-Sham gap (spin up / spin down), eV: 7.85 / 7.93
Electronic energy, eV: -152369.3968
Relative energy (zero: lowest compared OMol25 entry of this formula, charge and spin), kcal/mol: 0.0
Charge: +1

***

The following is a DFT calculation (ωB97M-V/def2-TZVPD) of a molecular structure, C33H27Cl5CrN2O2P2.

Atoms and positions in Å:
Cr -0.565 0.679 -0.322
Cl -3.224 1.982 -0.340
C -3.093 0.961 1.105
C -1.903 0.275 1.273
C -1.814 -0.470 2.429
Cl -0.295 -1.277 2.765
C -2.864 -0.610 3.333
Cl -2.719 -1.617 4.724
C -4.059 0.073 3.098
Cl -5.383 -0.080 4.187
C -4.175 0.892 1.975
Cl -5.630 1.763 1.669
N 0.391 2.174 0.913
C 1.155 3.120 0.069
C 1.328 2.594 -1.358
O 2.110 3.143 -2.103
O 0.567 1.586 -1.658
H -0.244 2.650 1.544
H 1.017 1.634 1.506
H 2.138 3.338 0.484
H 0.603 4.057 0.002
C 0.577 -2.886 -3.090
N 0.234 -2.193 -1.843
P -1.188 -1.273 -1.638
C -1.960 -1.191 -3.268
C -2.634 -2.271 -3.838
C -3.188 -2.148 -5.100
C -3.081 -0.948 -5.797
C -2.417 0.130 -5.232
C -1.857 0.009 -3.967
C -2.324 -2.316 -0.672
C -1.882 -3.439 0.011
C -2.731 -4.096 0.896
C -4.020 -3.632 1.097
C -4.475 -2.518 0.396
C -3.631 -1.864 -0.484
P 1.404 -1.728 -0.675
C 2.163 -3.323 -0.220
C 1.660 -3.958 0.915
C 2.132 -5.208 1.294
C 3.121 -5.829 0.546
C 3.649 -5.191 -0.570
C 3.177 -3.944 -0.948
C 2.749 -0.909 -1.587
C 3.973 -0.751 -0.931
C 5.002 -0.037 -1.520
C 4.817 0.545 -2.769
C 3.600 0.413 -3.415
C 2.571 -0.312 -2.828
H -0.061 -3.760 -3.238
H 1.608 -3.230 -3.027
H 0.481 -2.239 -3.962
H -2.734 -3.200 -3.289
H -3.711 -2.986 -5.543
H -3.523 -0.855 -6.780
H -2.335 1.064 -5.772
H -1.333 0.848 -3.520
H -0.872 -3.800 -0.143
H -2.376 -4.966 1.434
H -4.674 -4.134 1.798
H -5.485 -2.157 0.546
H -3.986 -0.985 -1.012
H 0.904 -3.463 1.512
H 1.732 -5.689 2.177
H 3.488 -6.805 0.836
H 4.435 -5.665 -1.144
H 3.615 -3.441 -1.803
H 4.123 -1.194 0.049
H 5.948 0.070 -1.005
H 5.614 1.115 -3.226
H 3.435 0.897 -4.368
H 1.613 -0.366 -3.327

## Properties
2S+1: 5
Kohn-Sham gap (spin up / spin down), eV: 8.03 / 8.71
Electronic energy, eV: -151348.6277
Relative energy (zero: lowest compared OMol25 entry of this formula, charge and spin), kcal/mol: 0.0

***

- electronic energy of number 1 (C33H26ClN2O6PPd)?
  -75190.5089 eV

***

- Which value of relative energy (zero: lowest compared OMol25 entry of this formula, charge and spin) does entry 2 give?
  0.0 kcal/mol